DFT (wB97M-V/def2-TZVPD) results for an isolated molecule of C23H27NO6.

The value obtained for the lowest unoccupied orbital energy is 0.47 eV. The HOMO energy comes out at -0.31604 Eh. The SMILES is CC(=O)N[C@@]12C[C@H]3C[C@@H](C1)C[C@](C(=O)OCC(=O)c1ccc4c(c1)OCCO4)(C3)C2. As for the energy above the lowest of the compared OMol25 structures with the same formula, charge and spin: 8.2 kcal per mole. The value obtained for the HOMO-LUMO gap is 9.0662 eV.

```
! wB97M-V def2-TZVPD RIJCOSX def2/J DEFGRID3
* xyz 0 1
C 1.246 1.126 -3.719
C 1.288 1.379 -2.227
O 0.778 2.354 -1.715
N 1.927 0.412 -1.527
H 2.271 -0.389 -2.032
C 1.983 0.334 -0.070
C 0.560 0.255 0.490
H 0.040 -0.609 0.067
H 0.018 1.155 0.201
C 0.607 0.141 2.020
C -0.838 0.023 2.467
O -1.386 -1.008 2.757
O -1.474 1.202 2.441
C -2.861 1.153 2.749
H -3.010 0.857 3.793
C -3.648 0.175 1.869
O -4.608 -0.409 2.306
C -3.161 0.022 0.481
C -3.256 -1.235 -0.107
C -2.776 -1.452 -1.388
C -2.239 -0.382 -2.115
C -2.167 0.879 -1.534
C -2.606 1.079 -0.242
H -2.537 2.064 0.190
H -1.740 1.688 -2.105
O -1.779 -0.538 -3.398
C -2.225 -1.730 -4.009
C -2.045 -2.906 -3.051
H -2.370 -3.843 -3.506
O -2.838 -2.722 -1.901
H -0.986 -2.983 -2.769
H -1.629 -1.857 -4.914
H -3.286 -1.639 -4.276
H -3.676 -2.059 0.447
H -3.236 2.169 2.601
C 1.302 1.379 2.589
C 2.726 1.453 2.035
C 2.682 1.566 0.512
H 3.695 1.635 0.109
H 2.134 2.459 0.211
C 3.501 0.197 2.432
C 2.802 -1.032 1.853
C 2.755 -0.925 0.328
H 3.770 -0.877 -0.073
H 2.262 -1.808 -0.088
C 1.382 -1.119 2.409
H 0.866 -1.997 2.018
H 1.410 -1.211 3.496
H 3.355 -1.935 2.132
H 4.524 0.257 2.055
H 3.549 0.116 3.520
H 3.225 2.336 2.446
H 0.746 2.274 2.309
H 1.328 1.320 3.680
H 0.363 0.525 -3.935
H 1.147 2.074 -4.240
H 2.133 0.605 -4.069
*
```



DFT (wB97M-V/def2-TZVPD) results for a structure of composition C23H28AgF5IN4O4P in a non-equilibrium geometry.

The value obtained for the lowest unoccupied orbital energy (spin up / spin down) is -1.65 / -1.65 eV. The HOMO energy (spin up / spin down) comes out at -0.28014 / -0.28019 Eh. As for the energy above the lowest of the compared OMol25 structures with the same formula, charge and spin: 146.3 kcal per mole. The value obtained for the HOMO-LUMO gap (spin up / spin down) is 5.9740 / 5.9753 eV.

```
! wB97M-V def2-TZVPD RIJCOSX def2/J DEFGRID3
* xyz 0 1
Ag -1.656 -1.605 0.535
O -0.027 -0.249 0.363
P 0.784 0.330 -0.764
N 1.785 -0.713 -1.579
C 2.904 -1.373 -0.879
C 3.333 -2.446 -1.869
C 1.995 -2.966 -2.402
C 1.096 -1.723 -2.430
N -0.194 0.936 -1.937
C -1.568 1.388 -1.680
C -2.034 1.838 -3.060
C -0.773 2.467 -3.662
C 0.371 1.601 -3.123
N 1.744 1.589 -0.244
C 2.865 1.399 0.706
C 2.820 2.618 1.635
C 2.025 3.654 0.838
C 0.985 2.796 0.138
H 2.583 -1.828 0.063
H 3.700 -0.661 -0.673
H 3.935 -3.222 -1.399
H 3.909 -1.987 -2.674
H 1.588 -3.715 -1.725
H 2.087 -3.413 -3.390
H 0.088 -1.950 -2.072
H 1.007 -1.328 -3.444
H -1.603 2.228 -0.974
H -2.172 0.577 -1.279
H -2.865 2.540 -3.001
H -2.347 0.971 -3.643
H -0.666 3.499 -3.324
H -0.791 2.472 -4.751
H 1.256 2.186 -2.864
H 0.674 0.848 -3.854
H 3.801 1.380 0.144
H 2.769 0.467 1.267
H 3.821 2.964 1.888
H 2.296 2.374 2.560
H 2.668 4.135 0.098
H 1.573 4.420 1.465
H 0.564 3.280 -0.745
H 0.167 2.559 0.830
F 1.179 -5.863 3.187
C 0.430 -4.777 2.844
C -1.010 -4.796 2.794
F -1.822 -4.498 1.750
C -0.484 -3.896 3.772
F -0.672 -3.955 5.110
C -0.211 -2.486 3.117
O -1.093 -1.772 2.617
C 1.224 -2.557 2.836
F 2.012 -2.835 3.912
C 1.068 -3.691 2.018
F 0.611 -3.536 0.755
I -1.629 4.165 2.824
C -2.833 2.637 2.035
C -4.116 2.913 1.592
C -4.869 1.864 1.089
C -4.303 0.600 1.032
N -3.065 0.348 1.448
C -2.341 1.344 1.953
H -4.517 3.916 1.643
H -5.881 2.029 0.745
H -4.849 -0.253 0.644
H -1.349 1.083 2.303
O -2.717 -1.849 -1.063
O -3.261 -2.471 -0.045
*
```



DFT (wB97M-V/def2-TZVPD) results for a structure of composition C23H28BBrF4N5O2Ru in a non-equilibrium geometry.

The expectation value of S² is 1.03. The value obtained for the lowest unoccupied orbital energy (spin up / spin down) is -2.10 / -1.20 eV. The HOMO energy (spin up / spin down) comes out at -0.27677 / -0.28093 Eh. As for the energy above the lowest of the compared OMol25 structures with the same formula, charge and spin: 54.4 kcal per mole. The value obtained for the HOMO-LUMO gap (spin up / spin down) is 5.4345 / 6.4397 eV.

```
! wB97M-V def2-TZVPD RIJCOSX def2/J DEFGRID3
* xyz 0 2
Ru -0.403 0.585 0.146
C -3.908 0.787 2.376
C -2.851 -0.057 1.699
O -1.644 0.186 1.964
C -3.272 -1.111 0.857
C -2.440 -1.897 0.058
C -3.002 -3.111 -0.627
N -1.163 -1.586 -0.123
N -0.392 -2.378 -0.846
C 0.756 -1.862 -1.266
O 1.053 -0.636 -1.162
C 1.720 -2.784 -1.898
C 3.050 -2.384 -2.019
C 3.984 -3.220 -2.598
C 3.597 -4.458 -3.086
C 2.275 -4.860 -2.974
C 1.339 -4.033 -2.380
H -3.514 1.788 2.547
H -4.151 0.347 3.344
H -4.816 0.845 1.781
H -4.328 -1.335 0.844
H -4.087 -3.111 -0.587
H -2.628 -4.002 -0.120
H -2.662 -3.165 -1.661
H 3.338 -1.410 -1.652
H 5.018 -2.913 -2.677
H 4.325 -5.113 -3.543
H 1.979 -5.827 -3.355
H 0.311 -4.342 -2.288
C 2.376 -0.150 1.574
C 3.698 0.255 2.296
N 3.687 1.676 2.533
C 2.504 2.042 3.273
C 1.253 1.782 2.381
N 1.680 1.066 1.186
C 2.556 1.900 0.379
C 3.729 2.390 1.279
H 1.723 -0.729 2.235
H 2.594 -0.742 0.684
H 4.571 0.011 1.690
H 3.788 -0.264 3.250
H 2.569 3.095 3.544
H 2.470 1.449 4.187
H 0.810 2.731 2.090
H 0.502 1.185 2.909
H 1.997 2.754 -0.001
H 2.916 1.308 -0.466
H 3.634 3.456 1.481
H 4.691 2.207 0.799
Br -5.533 3.185 -0.779
C -4.254 1.930 -1.388
C -4.635 0.920 -2.260
C -3.639 0.084 -2.743
C -2.336 0.278 -2.321
N -1.989 1.222 -1.442
C -2.929 2.055 -0.999
H -5.666 0.809 -2.558
H -3.872 -0.699 -3.444
H -1.528 -0.335 -2.700
H -2.627 2.862 -0.346
F -1.421 4.211 1.560
B -0.454 4.326 0.599
F -0.314 2.981 0.012
F 0.773 4.630 1.145
F -0.806 5.179 -0.394
*
```



DFT (wB97M-V/def2-TZVPD) results for a structure of composition C23H28BrIN5O4Pd in a non-equilibrium geometry.

The expectation value of S² is 6.03. The value obtained for the lowest unoccupied orbital energy (spin up / spin down) is -9.00 / -13.19 eV. The HOMO energy (spin up / spin down) comes out at -0.59245 / -0.59060 Eh. As for the energy above the lowest of the compared OMol25 structures with the same formula, charge and spin: 0.0 kcal per mole. The value obtained for the HOMO-LUMO gap (spin up / spin down) is 7.1261 / 2.8808 eV.

```
! wB97M-V def2-TZVPD RIJCOSX def2/J DEFGRID3
* xyz 3 5
Pd 0.448 -0.848 -0.554
O -1.535 -0.404 0.191
C -1.983 -1.095 1.343
C -2.214 -2.589 1.013
C -0.934 -3.419 0.700
C 0.303 -3.038 1.458
C 0.643 -3.472 2.734
C 1.860 -3.105 3.321
C 2.785 -2.433 2.516
C 2.337 -1.852 1.333
N 1.160 -2.184 0.763
H -2.073 -0.664 -0.664
H -2.934 -0.625 1.653
H -1.244 -0.914 2.150
H -2.872 -2.679 0.160
H -2.726 -3.014 1.873
H -0.668 -3.330 -0.368
H -1.157 -4.450 0.941
H -0.028 -4.123 3.290
H 2.091 -3.330 4.341
H 3.801 -2.281 2.852
H 2.912 -1.112 0.801
I 4.967 -0.534 -4.739
C 3.591 -1.474 -3.435
C 3.284 -2.778 -3.046
N 2.306 -2.700 -2.098
N 1.996 -1.394 -1.843
C 2.725 -0.633 -2.658
H 3.648 -3.725 -3.406
H 1.977 -3.445 -1.474
H 2.563 0.451 -2.715
O 1.927 1.208 1.185
C 1.240 1.957 1.930
C 1.066 3.438 1.565
C -0.104 4.254 2.167
C -1.370 3.404 2.487
C -1.325 2.644 3.815
C 0.073 2.122 4.221
N 0.762 1.476 3.110
H 0.996 3.428 0.482
H 2.063 3.897 1.784
H -0.413 5.025 1.454
H 0.278 4.790 3.051
H -1.479 2.638 1.687
H -2.253 4.089 2.486
H -1.987 1.765 3.831
H -1.684 3.305 4.649
H -0.034 1.353 4.999
H 0.701 2.917 4.690
H 1.235 0.602 3.336
Br -4.091 0.392 -7.148
C -2.742 0.988 -5.937
C -2.088 2.221 -6.059
N -1.107 2.685 -5.247
C -0.899 1.873 -4.186
C -1.603 0.706 -3.941
C -2.517 0.198 -4.852
C -1.453 0.003 -2.646
O -0.371 0.235 -2.029
O -2.428 -0.720 -2.223
H -2.352 2.913 -6.887
H -0.099 2.174 -3.513
H -2.972 -0.785 -4.692
*
```



DFT (wB97M-V/def2-TZVPD) results for a structure of composition C23H28BrN6O3SSr in a non-equilibrium geometry.

The value obtained for the lowest unoccupied orbital energy is -3.13 eV. The HOMO energy comes out at -0.37262 Eh. The value obtained for the HOMO-LUMO gap is 7.0077 eV.

```
! wB97M-V def2-TZVPD RIJCOSX def2/J DEFGRID3
* xyz 1 1
Sr 0.463 0.069 0.040
Br -4.145 1.626 -5.933
C -2.803 1.168 -4.672
C -1.715 0.384 -5.078
C -0.732 0.060 -4.179
C -0.773 0.499 -2.834
O 0.176 0.181 -2.009
C -1.907 1.269 -2.428
C -2.147 1.688 -1.082
N -1.386 1.498 -0.048
C -1.813 1.964 1.207
C -2.571 3.102 1.381
C -3.029 3.500 2.648
C -2.717 2.772 3.760
C -1.887 1.636 3.642
C -1.495 0.873 4.763
C -0.664 -0.200 4.596
C -0.212 -0.501 3.304
N -0.568 0.169 2.229
C -1.409 1.232 2.368
C -2.901 1.593 -3.378
H -1.662 0.036 -6.101
H 0.107 -0.555 -4.481
H -3.108 2.189 -0.931
H -2.808 3.720 0.525
H -3.635 4.392 2.729
H -3.081 3.060 4.737
H -1.856 1.153 5.745
H -0.346 -0.803 5.435
H 0.469 -1.332 3.149
H -3.755 2.184 -3.069
C 4.029 -1.453 3.505
O 3.702 -0.473 2.513
C 2.828 -0.731 1.555
O 2.451 0.189 0.835
N 2.360 -1.999 1.446
N 1.421 -2.260 0.428
H 4.574 -0.915 4.273
H 4.669 -2.235 3.093
H 3.128 -1.890 3.937
H 2.940 -2.761 1.763
H 0.887 -3.084 0.680
H 1.906 -2.449 -0.467
C 7.037 0.777 -1.152
C 5.563 0.493 -0.911
N 5.059 -0.474 -1.889
C 3.751 -0.650 -2.213
S 3.113 -2.217 -2.320
N 3.002 0.405 -2.520
C 3.453 1.755 -2.830
C 2.846 2.778 -1.872
H 7.421 1.449 -0.384
H 7.187 1.241 -2.127
H 7.615 -0.148 -1.116
H 4.982 1.411 -0.965
H 5.429 0.088 0.100
H 5.541 -1.359 -1.847
H 2.009 0.221 -2.663
H 3.149 1.985 -3.853
H 4.540 1.782 -2.806
H 1.760 2.780 -1.978
H 3.218 3.778 -2.094
H 3.102 2.530 -0.840
*
```



DFT (wB97M-V/def2-TZVPD) results for an isolated molecule of C23H28ClFN4O5S in a non-equilibrium geometry.

The value obtained for the lowest unoccupied orbital energy is 0.48 eV. The HOMO energy comes out at -0.30549 Eh. The SMILES is CN1CCN(c2ccc(S(=O)(=O)N3CCOCC3)cc2NC(=O)COc2ccc(F)cc2Cl)CC1. The value obtained for the HOMO-LUMO gap is 8.7946 eV.

```
! wB97M-V def2-TZVPD RIJCOSX def2/J DEFGRID3
* xyz 0 1
C 3.761 4.017 1.203
N 3.534 2.696 0.661
C 2.326 2.089 1.181
C 2.240 0.634 0.709
N 2.234 0.546 -0.741
C 1.015 0.538 -1.411
C 0.659 1.486 -2.374
C -0.561 1.432 -3.023
C -1.443 0.411 -2.731
C -1.102 -0.578 -1.831
C 0.114 -0.527 -1.171
N 0.500 -1.565 -0.308
C -0.308 -2.409 0.370
O -1.519 -2.369 0.397
C 0.479 -3.481 1.140
O 1.722 -3.027 1.628
C 1.727 -2.138 2.660
C 0.596 -1.586 3.250
C 0.715 -0.671 4.283
C 1.973 -0.309 4.722
C 3.122 -0.837 4.157
C 2.990 -1.749 3.129
Cl 4.392 -2.415 2.380
H 4.094 -0.538 4.513
F 2.094 0.590 5.717
H -0.161 -0.241 4.741
H -0.389 -1.852 2.905
H -0.152 -3.887 1.938
H 0.724 -4.291 0.446
H 1.501 -1.688 -0.203
H -1.787 -1.388 -1.652
S -3.023 0.311 -3.562
O -3.482 1.648 -3.824
O -2.923 -0.597 -4.668
N -3.929 -0.440 -2.379
C -4.344 0.397 -1.278
H -3.515 1.059 -1.023
C -4.693 -0.523 -0.103
H -5.100 0.050 0.731
O -5.693 -1.447 -0.469
C -5.272 -2.249 -1.550
H -6.096 -2.932 -1.763
C -4.949 -1.386 -2.773
H -4.547 -1.980 -3.593
H -5.859 -0.868 -3.109
H -4.378 -2.821 -1.261
H -3.788 -1.059 0.217
H -5.216 1.006 -1.555
H -0.848 2.184 -3.740
H 1.336 2.291 -2.607
C 3.368 1.260 -1.294
C 3.488 2.701 -0.789
H 4.417 3.136 -1.166
H 2.644 3.312 -1.158
H 3.319 1.232 -2.382
H 4.263 0.718 -0.970
H 1.337 0.187 1.124
H 3.119 0.098 1.080
H 2.364 2.105 2.273
H 1.419 2.633 0.855
H 2.958 4.727 0.947
H 3.831 3.948 2.288
H 4.703 4.402 0.817
*
```



DFT (wB97M-V/def2-TZVPD) results for a structure of composition C23H28CsFN2O2.

The expectation value of S² is 0.76. The value obtained for the lowest unoccupied orbital energy (spin up / spin down) is 2.13 / 2.06 eV. The HOMO energy (spin up / spin down) comes out at -0.07080 / -0.14213 Eh. As for the energy above the lowest of the compared OMol25 structures with the same formula, charge and spin: 0.0 kcal per mole. The value obtained for the HOMO-LUMO gap (spin up / spin down) is 4.0561 / 5.9309 eV.

```
! wB97M-V def2-TZVPD RIJCOSX def2/J DEFGRID3
* xyz -1 2
Cs -0.033 -0.991 0.276
C -3.507 -2.165 1.293
C -2.631 -2.379 2.531
C -2.824 -3.787 3.094
C -2.862 -1.303 3.573
C -4.097 -1.210 4.206
C -4.338 -0.248 5.172
C -3.324 0.641 5.502
C -2.083 0.585 4.884
C -0.989 1.558 5.275
C -0.367 1.164 6.618
C -1.470 3.009 5.306
C -1.830 -0.397 3.899
N -0.597 -0.414 3.232
C 0.374 -1.150 3.795
C 0.225 -2.110 4.835
C 1.286 -2.864 5.309
C 2.569 -2.722 4.799
C 2.773 -1.774 3.796
C 1.717 -1.030 3.342
F 1.967 -0.078 2.381
H -3.234 -2.863 0.497
H -3.399 -1.147 0.910
H -4.563 -2.309 1.534
H -1.587 -2.283 2.237
H -3.857 -3.940 3.419
H -2.169 -3.955 3.950
H -2.596 -4.536 2.333
H -4.882 -1.911 3.942
H -5.303 -0.189 5.661
H -3.509 1.394 6.261
H -0.219 1.474 4.506
H -1.115 1.213 7.415
H 0.454 1.838 6.879
H 0.025 0.147 6.579
H -2.214 3.175 6.088
H -1.917 3.291 4.351
H -0.631 3.680 5.504
H -0.762 -2.245 5.262
H 1.103 -3.586 6.098
H 3.392 -3.320 5.169
H 3.755 -1.597 3.375
O 0.863 -0.301 -2.774
H 0.119 -0.691 -3.260
H 1.539 -0.987 -2.883
O -0.668 -3.299 -1.254
N -0.087 -3.337 -2.459
C 1.283 -3.528 -2.561
C 1.922 -3.383 -3.759
C 1.220 -3.023 -4.934
C -0.177 -2.819 -4.793
C -0.797 -2.973 -3.588
H 1.760 -3.836 -1.643
H 2.990 -3.568 -3.796
H 1.723 -2.903 -5.881
H -0.784 -2.551 -5.649
H -1.857 -2.849 -3.423
*
```



no.,electronic energy (eV)
1,-38066.216
2,-73421.625
3,-120025.230
4,-121537.104
5,-121099.445
6,-66577.991
7,-34645.967